1.
ORCA calculation (ωB97M-V/def2-TZVPD) on a 2-piece molecular cluster, C5H7N2 overall.

As for the net charge: +1. Its relative energy (zero: lowest compared OMol25 entry of this formula, charge and spin) is 185.2 kcal/mol. The gap between HOMO and LUMO (spin up / spin down) is 7.879 / 8.030 eV. The calculation puts the calculated total energy at -303.72386 Ha. For the HOMO energy (spin up / spin down), the calculation gives -13.6 / -13.2 eV. The calculation puts the LUMO energy (spin up / spin down) at -5.7 / -5.1 eV.

```
14
Properties=species:S:1:pos:R:3:lowdin_charge:R:1
C 2.6870 1.0017 0.1025 -0.13
C 1.2312 -1.9496 -0.1342 0.11
C -1.8895 0.0867 0.0344 0.09
C 0.2387 -1.0868 0.0074 -0.06
C -3.0433 0.9234 -0.0904 0.03
N -0.8254 -0.4305 -0.0677 0.16
N 1.4629 1.1960 0.0966 0.12
H 3.3864 1.7576 0.2167 0.05
H 2.2831 -1.7321 -0.5285 0.10
H 1.1599 -2.9177 0.2803 0.07
H 3.2389 -0.0480 0.1678 0.11
H -3.2837 0.8341 -1.0631 0.06
H -2.6958 1.8403 0.3452 0.11
H -3.9503 0.5248 0.6330 0.19
```



2.
ORCA calculation (ωB97M-V/def2-TZVPD) on C9H10O7S2TeTi as an isolated structure.

Its relative energy (zero: lowest compared OMol25 entry of this formula, charge and spin) is 10.7 kcal/mol. The gap between HOMO and LUMO (spin up / spin down) is 7.120 / 7.170 eV. The calculation puts the calculated total energy at -2789.54499 Ha. For the HOMO energy (spin up / spin down), the calculation gives -8.5 / -8.5 eV. The calculation puts the LUMO energy (spin up / spin down) at -1.3 / -1.3 eV.

```
30
Properties=species:S:1:pos:R:3:lowdin_charge:R:1
Ti -0.8543 1.6435 -2.0305 0.51
O 0.5537 3.1148 -1.3405 -0.35
S 0.1100 2.8987 0.0570 0.55
O 0.2602 3.9611 0.9639 -0.20
O -1.3076 2.4087 -0.1618 -0.39
C 0.8995 1.3788 0.6757 -0.21
C 0.4718 1.2138 1.9574 -0.08
C 0.7699 0.0853 2.6974 -0.06
C 1.3178 -0.9837 2.0624 -0.04
C 1.7876 -0.8505 0.7181 -0.06
C 1.6009 0.3274 0.0569 -0.20
S 2.1138 0.2484 -1.7263 0.55
O 3.0605 1.2447 -1.9346 -0.23
O 2.5162 -1.1300 -1.8441 -0.29
O 0.7941 0.6065 -2.4744 -0.46
H -0.0889 2.0175 2.4088 0.12
H 0.4551 0.0458 3.7341 0.12
H 1.3509 -1.8795 2.5775 0.09
H 2.1709 -1.7842 0.2539 0.13
C -0.7608 -2.3308 -1.1136 0.03
C -1.5037 -1.1894 -0.5314 -0.41
C -2.3684 -1.2703 0.7181 0.03
O -1.5842 -0.1475 -1.1394 -0.07
H -0.7799 -2.2841 -2.1964 0.11
H -1.1404 -3.2943 -0.8006 0.09
H 0.2968 -2.3318 -0.7090 0.10
H -1.8775 -1.7911 1.5330 0.09
H -3.2359 -1.8264 0.4134 0.09
H -2.6715 -0.2960 1.0942 0.10
Te -2.3566 2.1949 -3.9191 0.36
```



3.
ORCA calculation (ωB97M-V/def2-TZVPD) on a 3-piece molecular cluster, C32H57F8N3O8PS4 overall.

As for the net charge: +1. The gap between HOMO and LUMO is 7.779 eV. The calculation puts the calculated total energy at -4752.28338 Ha. For the HOMO energy, the calculation gives -10.3 eV. The calculation puts the LUMO energy at -2.5 eV.

```
113
Properties=species:S:1:pos:R:3:lowdin_charge:R:1
C -2.4259 5.5306 -0.7432 -0.11
O -1.2162 5.9114 -1.3840 -0.19
C -0.9136 5.1199 -2.5176 -0.24
C -0.5648 3.6661 -2.1178 -0.18
C 0.1360 2.9384 -3.2869 -0.17
C 1.4045 2.1847 -2.7827 -0.17
C 0.9693 0.7254 -2.4504 -0.13
C 1.9287 0.0300 -1.4443 -0.28
N 3.0351 -0.6939 -2.0633 -0.10
C 3.8210 0.0669 -3.0391 -0.17
C 3.4032 -0.1861 -4.5141 -0.13
C 3.6607 1.0185 -5.4217 -0.21
F 4.6632 1.8360 -4.9385 -0.04
C 3.9708 -1.0348 -0.9708 -0.13
C 3.3241 -1.2441 0.3937 -0.06
N 1.9295 -1.8603 0.3938 0.00
C 1.6751 -1.9563 1.8945 -0.10
C 0.4325 -2.6269 2.4978 -0.22
C -0.9790 -2.4367 1.9248 -0.45
S -1.9278 -3.9296 2.4892 0.88
C -3.6045 -3.2955 2.6611 -1.12
S -4.3515 -3.4104 4.0907 0.77
N -4.1521 -2.7312 1.5031 -0.19
C -4.6487 -3.7699 0.5747 -0.15
C -5.3479 -3.1281 -0.6360 -0.19
O -6.3947 -2.2456 -0.2630 -0.14
C -5.7957 -1.2060 0.5129 -0.17
C -5.2978 -1.8664 1.7999 -0.21
C 1.8966 -3.1945 -0.2365 -0.41
F 0.7028 -3.7614 -0.0659 0.19
F 1.9567 -3.1461 -1.5521 0.22
C 2.9217 -4.3065 0.1913 -0.32
F 2.8838 -4.6988 1.4620 0.18
F 2.4340 -5.3872 -0.4484 0.17
C 4.4089 -4.3240 -0.3064 -0.59
F 4.8000 -5.5825 -0.0846 0.18
F 4.5343 -4.1798 -1.5889 0.23
F 5.2523 -3.5922 0.3933 0.19
C 1.1176 -0.7786 -0.3354 -0.42
O -0.0083 -1.3008 -0.9423 0.01
P 0.5049 0.6670 0.7305 0.84
O -0.8605 0.4995 1.2557 -0.36
H -3.0068 6.4142 -0.4671 0.09
H -3.0520 4.8991 -1.3811 0.09
H -2.1708 5.0053 0.1866 0.09
H 0.0065 5.5360 -2.9651 0.07
H -1.6937 5.1523 -3.2917 0.14
H 0.0377 3.7406 -1.2048 0.10
H -1.4931 3.1429 -1.8523 0.11
H 0.4356 3.6080 -4.0957 0.10
H -0.5546 2.1975 -3.7012 0.11
H 2.2172 2.2205 -3.5040 0.08
H 1.7366 2.6658 -1.8571 0.10
H -0.0183 0.8887 -2.0115 0.09
H 0.8344 0.1391 -3.3575 0.12
H 2.3986 0.9180 -0.9429 0.13
H 3.9135 1.1386 -2.8140 0.12
H 4.8445 -0.3093 -2.9805 0.12
H 4.0449 -0.9966 -4.8765 0.11
H 2.3885 -0.5712 -4.5962 0.11
H 2.7427 1.6205 -5.4398 0.11
H 3.8579 0.7502 -6.4600 0.12
H 4.6345 -0.1583 -0.8444 0.14
H 4.6284 -1.8357 -1.3103 0.12
H 3.2498 -0.2680 0.8662 0.13
H 4.0341 -1.7897 1.0170 0.14
H 1.8963 -1.0270 2.4172 0.12
H 2.4998 -2.5610 2.2869 0.13
H 0.6106 -3.7083 2.5414 0.08
H 0.3916 -2.3435 3.5531 0.13
H -1.0752 -2.4266 0.8460 0.05
H -1.4733 -1.6045 2.4179 0.07
H -5.3662 -4.4591 1.0385 0.14
H -3.7889 -4.3034 0.1585 0.12
H -5.8000 -3.8854 -1.2773 0.13
H -4.6326 -2.5447 -1.2381 0.12
H -6.5766 -0.4807 0.7326 0.13
H -4.9724 -0.7712 -0.0702 0.12
H -5.0612 -1.0716 2.5118 0.12
H -6.1538 -2.4294 2.1896 0.11
H -0.7794 -0.7158 -0.8689 0.12
H 0.4841 1.8255 -0.0857 0.05
H 1.4446 1.0078 1.7443 0.05
C 3.0436 9.2158 -3.8962 -0.22
C 2.5231 9.2486 -5.3381 -0.21
C 2.4471 7.7986 -5.8317 -0.21
S 2.1826 6.7876 -4.3730 0.69
O 3.3343 5.9433 -4.1754 -0.32
O 0.8413 6.2390 -4.3994 -0.35
C 2.2428 8.1261 -3.1901 -0.22
H 2.9273 10.1790 -3.4019 0.12
H 4.1058 8.9602 -3.8923 0.12
H 1.5271 9.6958 -5.3550 0.12
H 3.1616 9.8492 -5.9843 0.12
H 1.6227 7.6474 -6.5246 0.10
H 3.3811 7.4806 -6.2921 0.11
H 2.7027 7.7792 -2.2673 0.11
H 1.2183 8.4479 -3.0008 0.11
C -2.2937 -5.6475 8.9490 -0.22
C -2.8257 -6.6152 7.8845 -0.22
C -4.3569 -6.5640 7.9419 -0.22
S -4.7823 -4.9257 8.5427 0.65
O -5.4108 -5.0558 9.8307 -0.31
O -5.3847 -4.1672 7.4775 -0.34
C -3.1011 -4.3641 8.7838 -0.23
H -1.2257 -5.4651 8.8329 0.11
H -2.4583 -6.0663 9.9444 0.12
H -2.4835 -6.2942 6.8976 0.11
H -2.4612 -7.6296 8.0430 0.11
H -4.8059 -6.7110 6.9624 0.10
H -4.7571 -7.2914 8.6460 0.11
H -3.0549 -3.7087 9.6507 0.11
H -2.8017 -3.8222 7.8861 0.10
```



4.
ORCA calculation (ωB97M-V/def2-TZVPD) on one molecule with the formula C4H3I.

Its relative energy (zero: lowest compared OMol25 entry of this formula, charge and spin) is 75.4 kcal/mol. The gap between HOMO and LUMO is 8.060 eV. The calculation puts the calculated total energy at -451.69433 Ha. For the HOMO energy, the calculation gives -8.6 eV. The calculation puts the LUMO energy at -0.5 eV.

```
8
Properties=species:S:1:pos:R:3:lowdin_charge:R:1
C -1.7011 -0.6937 -0.4719 -0.66
C 0.7646 0.2217 0.3043 -0.16
C -0.2110 -0.6566 -0.4416 -0.43
C 1.6341 0.8405 0.8540 0.10
I -2.6147 0.7850 0.4161 0.91
H 0.2273 -1.7206 -0.6221 0.15
H -0.2835 -0.3271 -1.4307 0.07
H 2.1843 1.5508 1.3918 0.02
```



5.
ORCA calculation (ωB97M-V/def2-TZVPD) on one molecule with the formula C7H10.

As for the SMILES: C=C/C=C(/C)C=C. Its relative energy (zero: lowest compared OMol25 entry of this formula, charge and spin) is 45.6 kcal/mol. The gap between HOMO and LUMO is 8.600 eV. The calculation puts the calculated total energy at -272.64528 Ha. For the HOMO energy, the calculation gives -8.1 eV. The calculation puts the LUMO energy at 0.5 eV.

```
17
Properties=species:S:1:pos:R:3:lowdin_charge:R:1
C -2.1877 2.0623 1.1274 0.01
C -1.5670 0.9410 0.7443 -0.18
C -0.1424 0.8667 0.4971 -0.08
C 0.5357 -0.2466 0.1286 -0.29
C 2.0309 -0.1199 -0.0478 -0.07
C -0.1301 -1.3578 -0.5517 -0.14
C 0.4950 -2.2130 -1.3673 0.02
H -1.6688 3.0094 1.0849 0.06
H -3.1946 2.0106 1.5129 0.05
H -2.1639 0.0942 0.4198 0.09
H 0.4805 1.7501 0.5765 0.11
H 2.5309 -1.0153 0.3233 0.08
H 2.3105 0.0749 -1.0821 0.09
H 2.3774 0.6927 0.5894 0.07
H -1.2018 -1.4762 -0.4425 0.09
H 1.5730 -2.2756 -1.4383 0.05
H -0.0778 -2.7974 -2.0746 0.05
```



6.
ORCA calculation (ωB97M-V/def2-TZVPD) on C3H2Br3O2 as an isolated structure.

As for the net charge: -1. Its relative energy (zero: lowest compared OMol25 entry of this formula, charge and spin) is 14.1 kcal/mol. The gap between HOMO and LUMO is 7.563 eV. The calculation puts the calculated total energy at -7988.09692 Ha. For the HOMO energy, the calculation gives -4.4 eV. The calculation puts the LUMO energy at 3.2 eV.

```
10
Properties=species:S:1:pos:R:3:lowdin_charge:R:1
C 0.6082 0.2957 1.6861 -0.66
C -0.8531 -0.1314 -0.6489 -0.89
C 0.5079 -0.1145 -0.2702 -1.17
O 1.5534 0.9942 1.9339 0.03
O -0.3435 -0.3272 2.0344 0.02
Br -1.6419 1.6572 -0.7417 0.56
Br 1.0090 -2.0316 -0.6442 0.52
Br 1.5729 0.9384 -1.5709 0.50
H -1.5621 -0.8229 -0.0930 0.09
H -0.8509 -0.4578 -1.6854 0.01
```



How do the records compare in largest force on an atom? In the order shown, they have 5.91, 3.11, 2.76, 2.80, 1.29, 4.10 eV Å⁻¹.